[1]
The following is a quantum chemistry calculation of 2 unconnected molecules or ions with the total composition C2H3Br2N, from the Open Molecules 2025 dataset.

ORCA input file:
```
! wB97M-V def2-TZVPD RIJCOSX def2/J DEFGRID3
* xyz 0 1
C -0.078 -0.497 -0.249
C 0.009 0.993 -0.114
N -1.133 -0.895 -0.823
Br 1.451 -1.536 0.306
Br 1.650 1.851 0.180
H -0.098 0.240 2.129
H -0.696 1.715 -0.440
H -1.104 -1.870 -0.989
*
```

- Frontier orbital gap (alpha / beta): 9.08 / 8.18 eV
- Highest occupied orbital energy (alpha / beta): -10.274 / -8.915 eV
- E_LUMO (alpha / beta): -1.1946 / -0.7330 eV

These are the natural (NBO) partial charges, in e, on atoms 1 to 5:
1 C 0.110
2 C -0.264
3 N -0.587
4 Br 0.038
5 Br 0.106

[2]
The following is a quantum chemistry calculation of 2 unconnected molecules or ions with the total composition C2H3BrClIO, from the Open Molecules 2025 dataset.

ORCA input file:
```
! wB97M-V def2-TZVPD RIJCOSX def2/J DEFGRID3
* xyz 0 1
O -0.212 -0.584 -1.009
C 0.577 -0.429 -0.152
Br 1.789 -1.947 0.247
C 0.865 0.912 0.447
Cl 2.145 1.472 -0.644
H -0.124 1.390 0.456
H 1.313 0.854 1.560
I -3.417 -0.286 0.048
H -2.935 -1.381 -0.954
*
```

- Frontier orbital gap: 10.18 eV
- Highest occupied orbital energy: -10.048 eV
- E_LUMO: 0.1320 eV

These are the natural (NBO) partial charges, in e, on atoms 1 to 5:
1 O -0.492
2 C 0.529
3 Br -0.061
4 C -0.513
5 Cl 0.020

[3]
The following is a quantum chemistry calculation of a molecular structure, C2H3BrFI, from the Open Molecules 2025 dataset.

ORCA input file:
```
! wB97M-V def2-TZVPD RIJCOSX def2/J DEFGRID3
* xyz 0 1
C -0.815 0.198 -0.218
C 0.587 -0.185 0.128
F 0.569 -0.210 1.740
Br 1.082 -1.950 -0.377
I 2.067 1.262 -0.386
H -0.925 0.314 -1.293
H -1.501 -0.571 0.137
H -1.064 1.142 0.268
*
```

- Frontier orbital gap: 9.87 eV
- Highest occupied orbital energy: -10.008 eV
- E_LUMO: -0.1395 eV

These are the natural (NBO) partial charges, in e, on atoms 1 to 5:
1 C -0.712
2 C 0.095
3 F -0.442
4 Br 0.121
5 I 0.207

[4]
The following is a quantum chemistry calculation of a molecular structure, C2H3BrFN, from the Open Molecules 2025 dataset.

ORCA input file:
```
! wB97M-V def2-TZVPD RIJCOSX def2/J DEFGRID3
* xyz 0 1
C -0.378 -0.070 -0.774
C 0.451 -0.208 0.427
N -0.122 0.949 0.281
F -0.296 -1.508 1.385
Br 2.243 -0.775 0.455
H 0.046 0.350 -1.742
H -1.358 -0.408 -0.822
H -0.585 1.670 0.791
*
```

- Frontier orbital gap: 11.28 eV
- Highest occupied orbital energy: -10.682 eV
- E_LUMO: 0.5966 eV

These are the natural (NBO) partial charges, in e, on atoms 1 to 5:
1 C -0.232
2 C 0.380
3 N -0.592
4 F -0.519
5 Br 0.121

[5]
The following is a quantum chemistry calculation of a molecular structure, C2H3BrINO2, from the Open Molecules 2025 dataset.

ORCA input file:
```
! wB97M-V def2-TZVPD RIJCOSX def2/J DEFGRID3
* xyz 0 1
C 1.775 1.224 0.802
C -1.750 -0.476 -0.830
N -0.625 -0.974 -0.426
O 0.396 -1.290 -1.182
O -0.393 -1.042 0.803
Br -2.974 0.114 0.456
I 2.195 -0.660 0.338
H 1.749 2.143 0.025
H 1.700 1.515 1.797
H -2.073 -0.554 -1.783
*
```

- Frontier orbital gap (alpha / beta): 6.14 / 6.78 eV
- Highest occupied orbital energy (alpha / beta): -8.242 / -8.262 eV
- E_LUMO (alpha / beta): -2.1033 / -1.4865 eV

These are the natural (NBO) partial charges, in e, on atoms 1 to 5:
1 C -0.600
2 C -0.169
3 N 0.337
4 O -0.572
5 O -0.571

[6]
The following is a quantum chemistry calculation of 2 unconnected molecules or ions with the total composition C2H3BrN2O, from the Open Molecules 2025 dataset.

ORCA input file:
```
! wB97M-V def2-TZVPD RIJCOSX def2/J DEFGRID3
* xyz 0 1
C -0.877 -0.459 -0.224
N -0.475 0.797 -0.165
N -1.076 2.059 -0.174
C -0.982 3.284 -0.185
O -1.131 4.452 -0.041
H -1.823 -0.871 -0.450
H 0.035 -1.109 -0.061
Br 4.717 0.432 -0.046
H 5.592 1.372 0.337
*
```

- Frontier orbital gap: 9.69 eV
- Highest occupied orbital energy: -9.344 eV
- E_LUMO: 0.3509 eV

These are the natural (NBO) partial charges, in e, on atoms 1 to 5:
1 C -0.079
2 N -0.233
3 N -0.403
4 C 0.845
5 O -0.513

[7]
The following is a quantum chemistry calculation of 2 unconnected molecules or ions with the total composition C2H3BrN2O3, from the Open Molecules 2025 dataset.

ORCA input file:
```
! wB97M-V def2-TZVPD RIJCOSX def2/J DEFGRID3
* xyz 0 1
O -2.914 -0.292 0.791
N -2.502 0.106 -0.207
O -2.477 -0.282 -1.288
Br -1.609 1.996 -0.131
C 2.115 0.385 0.069
C 0.981 -0.410 0.001
N 0.179 -1.204 0.120
O -0.727 -1.914 0.421
H 2.850 -0.255 0.542
H 1.780 1.191 0.732
H 2.324 0.680 -1.050
*
```

- Frontier orbital gap: 8.27 eV
- Highest occupied orbital energy: -9.521 eV
- E_LUMO: -1.2554 eV

These are the natural (NBO) partial charges, in e, on atoms 1 to 5:
1 O -0.231
2 N 0.597
3 O -0.256
4 Br -0.112
5 C -0.700

[8]
The following is a quantum chemistry calculation of 2 unconnected molecules or ions with the total composition C2H3BrNO3S, from the Open Molecules 2025 dataset.

ORCA input file:
```
! wB97M-V def2-TZVPD RIJCOSX def2/J DEFGRID3
* xyz -1 1
C 0.081 -1.100 0.016
C -1.350 -0.373 -0.288
N 1.113 -0.546 -0.825
O -1.492 -0.048 -1.509
O 0.172 -1.757 1.083
O 1.523 2.104 0.389
S 0.054 1.691 0.448
Br -2.699 -0.196 0.860
H -0.177 0.809 1.681
H 0.680 0.163 -1.259
H 2.096 -0.748 -0.597
*
```

- Frontier orbital gap (alpha / beta): 5.83 / 5.83 eV
- Highest occupied orbital energy (alpha / beta): -2.714 / -2.717 eV
- E_LUMO (alpha / beta): 3.1142 / 3.1142 eV

These are the natural (NBO) partial charges, in e, on atoms 1 to 5:
1 C 0.605
2 C 0.199
3 N -0.844
4 O -0.653
5 O -0.644

[9]
The following is a quantum chemistry calculation of 2 unconnected molecules or ions with the total composition C2H3BrNO3S, from the Open Molecules 2025 dataset.

ORCA input file:
```
! wB97M-V def2-TZVPD RIJCOSX def2/J DEFGRID3
* xyz -1 3
C 0.422 -0.472 -0.317
C -0.642 -1.354 0.026
N 0.481 0.803 0.216
O -2.030 0.870 -0.079
O 1.167 -0.770 -1.255
O -1.446 -1.203 1.168
S -2.373 -0.527 0.005
Br -5.722 0.054 -0.138
H -0.490 -2.448 -0.202
H -0.517 1.151 0.257
H 1.021 1.349 -0.393
*
```

- Frontier orbital gap (alpha / beta): 5.08 / 4.10 eV
- Highest occupied orbital energy (alpha / beta): -1.786 / -4.459 eV
- E_LUMO (alpha / beta): 3.2969 / -0.3604 eV

These are the natural (NBO) partial charges, in e, on atoms 1 to 5:
1 C 0.524
2 C -0.161
3 N -0.868
4 O -0.985
5 O -0.680

[10]
The following is a quantum chemistry calculation of a single C2H3BrNP molecule, from the Open Molecules 2025 dataset.

ORCA input file:
```
! wB97M-V def2-TZVPD RIJCOSX def2/J DEFGRID3
* xyz 0 1
N 0.196 0.698 2.356
C -0.313 0.206 1.464
C -0.612 -0.303 0.216
P 1.012 -0.617 -0.792
Br 0.417 0.264 -2.764
H -1.164 -1.253 0.116
H -1.093 0.492 -0.208
H 1.556 0.513 -0.387
*
```

- Frontier orbital gap: 10.06 eV
- Highest occupied orbital energy: -10.059 eV
- E_LUMO: -0.0007 eV

These are the natural (NBO) partial charges, in e, on atoms 1 to 5:
1 N -0.302
2 C 0.256
3 C -0.780
4 P 0.575
5 Br -0.232

[11]
The following is a quantum chemistry calculation of a single C2H3BrO molecule, from the Open Molecules 2025 dataset.

ORCA input file:
```
! wB97M-V def2-TZVPD RIJCOSX def2/J DEFGRID3
* xyz 0 1
Br 0.361 2.037 0.884
C 0.642 0.211 0.202
C -0.532 -0.493 -0.213
O 0.103 0.155 -1.310
H 1.658 -0.196 0.363
H -0.608 -1.557 0.009
H -1.623 -0.157 0.065
*
```

- Frontier orbital gap: 11.04 eV
- Highest occupied orbital energy: -10.260 eV
- E_LUMO: 0.7770 eV

These are the natural (NBO) partial charges, in e, on atoms 1 to 5:
1 Br 0.017
2 C -0.009
3 C -0.139
4 O -0.483
5 H 0.237

[12]
The following is a quantum chemistry calculation of a single C2H3BrO2 molecule, from the Open Molecules 2025 dataset.

ORCA input file:
```
! wB97M-V def2-TZVPD RIJCOSX def2/J DEFGRID3
* xyz 0 1
Br -1.249 -1.084 -1.558
C -0.494 -0.543 0.214
C 0.457 0.521 -0.097
O 0.254 1.814 0.174
O 1.198 1.099 0.917
H -1.346 -0.528 0.996
H 0.061 -1.447 0.355
H 1.119 0.168 -1.002
*
```

- Frontier orbital gap: 11.06 eV
- Highest occupied orbital energy: -10.594 eV
- E_LUMO: 0.4709 eV

These are the natural (NBO) partial charges, in e, on atoms 1 to 5:
1 Br -0.035
2 C -0.454
3 C 0.298
4 O -0.233
5 O -0.246

[13]
The following is a quantum chemistry calculation of a single C2H3BrO2 molecule, from the Open Molecules 2025 dataset.

ORCA input file:
```
! wB97M-V def2-TZVPD RIJCOSX def2/J DEFGRID3
* xyz 0 3
C -1.220 -0.380 -0.123
C 1.054 0.283 0.198
O -1.001 -1.486 -0.659
O -0.310 0.430 0.387
Br -2.879 0.403 0.045
H 1.136 -0.152 -0.814
H 1.682 -0.350 0.769
H 1.539 1.253 0.197
*
```

- Frontier orbital gap (alpha / beta): 6.48 / 7.25 eV
- Highest occupied orbital energy (alpha / beta): -5.722 / -10.895 eV
- E_LUMO (alpha / beta): 0.7565 / -3.6498 eV

These are the natural (NBO) partial charges, in e, on atoms 1 to 5:
1 C 0.257
2 C -0.254
3 O -0.193
4 O -0.486
5 Br 0.124

[14]
The following is a quantum chemistry calculation of a single C2H3BrO3S molecule, from the Open Molecules 2025 dataset.

ORCA input file:
```
! wB97M-V def2-TZVPD RIJCOSX def2/J DEFGRID3
* xyz 0 1
C 0.732 0.723 0.725
C 1.530 -0.131 0.030
O -1.288 0.366 -1.460
O -2.214 -1.190 0.211
O -0.559 0.565 0.979
S -1.913 0.409 -0.159
Br 3.374 0.017 -0.267
H 1.027 1.841 0.951
H -1.666 -1.597 -0.574
H 0.977 -1.003 -0.436
*
```

- Frontier orbital gap: 9.33 eV
- Highest occupied orbital energy: -9.073 eV
- E_LUMO: 0.2552 eV

These are the natural (NBO) partial charges, in e, on atoms 1 to 5:
1 C 0.122
2 C -0.374
3 O -0.904
4 O -0.858
5 O -0.726

[15]
The following is a quantum chemistry calculation of 2 unconnected molecules or ions with the total composition C2H3BrOS, from the Open Molecules 2025 dataset.

ORCA input file:
```
! wB97M-V def2-TZVPD RIJCOSX def2/J DEFGRID3
* xyz 0 1
C 2.344 0.153 -0.942
C 0.069 0.075 -0.165
O 1.189 0.611 -0.876
S 3.964 2.249 0.222
Br 2.738 -1.470 -0.050
H -0.704 0.843 -0.169
H 0.364 -0.175 0.856
H -0.288 -0.825 -0.670
*
```

- Frontier orbital gap (alpha / beta): 6.88 / 6.88 eV
- Highest occupied orbital energy (alpha / beta): -8.900 / -9.002 eV
- E_LUMO (alpha / beta): -2.0230 / -2.1174 eV

These are the natural (NBO) partial charges, in e, on atoms 1 to 5:
1 C 0.242
2 C -0.290
3 O -0.470
4 S -0.107
5 Br -0.011

[16]
The following is a quantum chemistry calculation of a single C2H3BrOS molecule, from the Open Molecules 2025 dataset.

ORCA input file:
```
! wB97M-V def2-TZVPD RIJCOSX def2/J DEFGRID3
* xyz 0 1
O 0.722 -1.022 0.946
C 0.035 0.213 0.680
C -0.193 0.423 -0.760
S -0.742 1.922 -1.183
Br 0.091 -1.045 -2.047
H 0.303 -1.633 0.278
H -0.909 0.220 1.104
H 0.694 0.922 0.983
*
```

- Frontier orbital gap: 8.51 eV
- Highest occupied orbital energy: -9.463 eV
- E_LUMO: -0.9520 eV

These are the natural (NBO) partial charges, in e, on atoms 1 to 5:
1 O -0.701
2 C -0.189
3 C -0.183
4 S 0.104
5 Br 0.077

[17]
The following is a quantum chemistry calculation of a molecular structure, C2H3Ca, from the Open Molecules 2025 dataset.

ORCA input file:
```
! wB97M-V def2-TZVPD RIJCOSX def2/J DEFGRID3
* xyz 1 1
C 0.650 0.506 0.587
H 0.262 0.739 1.570
C 1.197 0.064 -0.404
H 1.798 -0.462 -1.134
H -2.653 0.013 0.030
Ca -1.255 -0.860 -0.648
*
```

- Frontier orbital gap: 8.34 eV
- Highest occupied orbital energy: -13.283 eV
- E_LUMO: -4.9377 eV

These are the natural (NBO) partial charges, in e, on atoms 1 to 5:
1 C -0.227
2 H 0.299
3 C -0.324
4 H 0.289
5 H -0.678

[18]
The following is a quantum chemistry calculation of a molecular structure, C2H3CaKO, from the Open Molecules 2025 dataset.

ORCA input file:
```
! wB97M-V def2-TZVPD RIJCOSX def2/J DEFGRID3
* xyz 0 1
C 0.315 0.704 0.468
C -0.725 1.482 0.272
O -1.739 2.078 0.346
K -0.769 -3.410 0.339
H 1.200 0.939 -0.109
H 1.001 1.110 1.564
Ca 0.858 -1.858 -3.223
H -0.140 -1.046 0.343
*
```

- Frontier orbital gap: 4.27 eV
- Highest occupied orbital energy: -4.858 eV
- E_LUMO: -0.5892 eV

These are the natural (NBO) partial charges, in e, on atoms 1 to 5:
1 C -0.769
2 C 0.636
3 O -0.486
4 K 0.688
5 H 0.255

[19]
The following is a quantum chemistry calculation of a molecular structure, C2H3CaLiO2, from the Open Molecules 2025 dataset.

ORCA input file:
```
! wB97M-V def2-TZVPD RIJCOSX def2/J DEFGRID3
* xyz 2 1
H -0.295 1.291 0.871
O 0.339 0.808 1.942
C 0.217 -0.269 1.250
C -0.563 0.171 0.138
O -0.338 -0.131 -1.163
Ca 0.354 -1.629 -2.508
Li 0.995 0.841 -2.134
H 0.913 -1.099 1.291
H -1.623 0.016 0.313
*
```

- Frontier orbital gap: 4.64 eV
- Highest occupied orbital energy: -15.697 eV
- E_LUMO: -11.0618 eV

These are the natural (NBO) partial charges, in e, on atoms 1 to 5:
1 H 0.371
2 O -0.476
3 C 0.361
4 C -0.341
5 O -1.151

[20]
The following is a quantum chemistry calculation of a molecular structure, C2H3CaO2Rb, from the Open Molecules 2025 dataset.

ORCA input file:
```
! wB97M-V def2-TZVPD RIJCOSX def2/J DEFGRID3
* xyz 2 1
Rb -0.814 4.263 -5.090
Ca 3.673 3.792 0.441
C -0.894 -1.643 0.710
C 0.185 -0.519 0.561
O 0.165 0.197 -0.476
O 0.992 -0.311 1.535
H -0.615 -2.417 -0.005
H -1.928 -1.314 0.611
H -0.764 -2.047 1.714
*
```

- Frontier orbital gap: 2.80 eV
- Highest occupied orbital energy: -12.724 eV
- E_LUMO: -9.9261 eV

These are the natural (NBO) partial charges, in e, on atoms 1 to 5:
1 Rb 0.999
2 Ca 1.457
3 C -0.729
4 C 0.762
5 O -0.678